Run i
Below is a cluster of 2 separate species, C3H12NS in total, with properties calculated with wB97M-V/def2-TZVPD.

Cartesian coordinates (Å):
H1 0.50 1.90 -1.49
N1 -2.15 0.34 0.51
S1 0.77 -0.23 -0.09
H2 -3.60 -0.88 -0.44
H3 1.98 1.08 -1.42
H4 -2.27 0.06 1.48
C1 2.18 -0.75 0.92
H5 -2.74 1.22 0.48
H6 -1.18 0.61 0.24
H7 2.56 -0.12 1.72
H8 -1.94 -1.49 -0.17
H9 2.89 -0.93 0.14
C2 -2.51 -0.62 -0.57
H10 1.63 2.01 0.00
H11 1.87 -1.80 1.26
H12 -2.32 -0.16 -1.48
C3 1.21 1.34 -0.77

Computed properties:
* gap between HOMO and LUMO: 0.3368 Ha
* net charge: +1



Run ii
Below is a cluster of 2 separate species, C3H12NS in total, with properties calculated with wB97M-V/def2-TZVPD.

Cartesian coordinates (Å):
H1 -0.39 -0.58 1.39
H2 3.54 -2.18 0.14
C1 2.57 -1.73 0.26
H3 -2.61 -0.59 0.16
H4 1.50 0.15 -0.24
H5 3.15 0.23 -0.14
H6 -2.20 2.20 -0.98
H7 2.41 -1.54 1.32
C2 -2.75 1.44 -0.42
S1 -0.38 0.40 0.50
N1 2.41 -0.42 -0.41
H8 -2.87 1.76 0.62
C3 -2.01 0.12 -0.42
H9 -1.88 -0.23 -1.44
H10 1.79 -2.42 -0.06
H11 -3.71 1.36 -0.93
H12 2.53 -0.60 -1.41

Computed properties:
* gap between HOMO and LUMO: 0.3744 Ha
* net charge: +1



Relative stability in hartree, measured from the most stable structure: run i 0.0309; run ii 0.0000



Run i
Below is the ion C4H6FN2 with charge +1, with properties calculated with wB97M-V/def2-TZVPD.

Cartesian coordinates (Å):
H1 -1.69 1.12 1.81
H2 -0.31 -0.81 1.19
H3 0.78 1.40 1.96
C1 0.48 -1.30 -1.47
C2 -0.39 -0.02 0.45
N1 1.12 -2.16 -0.77
C3 -1.11 1.25 0.87
H4 0.76 1.99 0.09
F1 0.32 -1.45 -2.75
H5 1.61 -2.95 -1.20
N2 -0.11 -0.17 -0.99
C4 0.29 1.49 0.86
H6 -1.76 1.61 -0.03

Computed properties:
* gap between HOMO and LUMO (spin up / spin down): 0.2792 / 0.2809 Ha
* net charge: +1



Run ii
Below is the ion C4H6FN2 with charge +1, with properties calculated with wB97M-V/def2-TZVPD.

Cartesian coordinates (Å):
N1 0.29 -0.03 0.33
H1 0.67 1.80 -0.70
H2 2.30 0.46 0.79
H3 1.08 0.98 2.05
H4 -0.63 -1.96 0.87
H5 -1.39 0.89 -2.29
N2 -1.41 -0.69 -0.98
C1 0.11 0.86 -0.63
F1 -2.51 -1.25 -1.56
H6 1.65 -0.72 1.94
C2 -0.61 -0.99 0.31
C3 1.36 0.20 1.31
C4 -0.92 0.45 -1.44

Computed properties:
* SMILES: Cn1cc[n+](F)c1
* gap between HOMO and LUMO: 0.3833 Ha
* net charge: +1



Run iii
Below is the ion C4H6FN2 with charge +1, with properties calculated with wB97M-V/def2-TZVPD.

Cartesian coordinates (Å):
C1 -0.15 0.37 -0.41
H1 1.05 1.63 1.04
H2 0.71 1.52 -2.06
C2 -0.48 -1.87 0.64
H3 -1.13 0.39 -0.88
F1 0.27 -2.96 0.72
C3 1.04 1.16 -1.09
H4 -0.26 2.50 0.09
H5 -2.08 -2.54 1.58
N1 0.23 -0.80 0.28
H6 2.00 0.68 -1.06
N2 -1.67 -1.79 1.03
C4 0.49 1.71 0.12

Computed properties:
* gap between HOMO and LUMO (spin up / spin down): 0.2892 / 0.2891 Ha
* net charge: +1



Relative stability in hartree, measured from the most stable structure: run i 0.0589; run ii 0.0000; run iii 0.0330



Run i
Below is a cluster of 5 separate species, CH12N2O4 in total, with properties calculated with wB97M-V/def2-TZVPD.

Cartesian coordinates (Å):
O1 3.15 1.29 1.59
H1 3.28 0.48 1.09
H2 2.65 0.86 2.34
H3 0.81 3.33 0.10
H4 1.03 1.98 0.70
H5 -1.81 1.45 -1.95
N1 0.92 -1.05 1.79
N2 -0.99 -0.72 0.61
O2 -1.91 1.76 -1.03
H6 1.21 -1.57 2.62
O3 0.49 2.43 0.01
H7 -0.99 1.98 -0.79
H8 -0.41 -1.27 -0.02
H9 -1.17 -4.10 -4.02
O4 -1.44 -3.20 -4.21
H10 -0.85 0.06 2.46
H11 -1.87 -2.94 -3.38
C1 -0.31 -0.63 1.78
H12 -1.77 -0.13 0.32

Computed properties:
* SMILES: [H]/N=C/N.O.O.O.O
* gap between HOMO and LUMO: 0.3552 Ha



Run ii
Below is a cluster of 5 separate species, CH12N2O4 in total, with properties calculated with wB97M-V/def2-TZVPD.

Cartesian coordinates (Å):
H1 -2.96 3.23 -0.19
H2 -2.44 2.33 -1.26
O1 -3.71 0.33 1.00
C1 0.59 0.90 -1.87
H3 -0.91 -0.14 -2.70
O2 1.80 -2.93 -0.91
H4 2.16 -3.75 -0.59
H5 1.65 -2.39 -0.11
H6 -3.49 -0.61 1.06
H7 -2.83 0.65 0.69
N1 -0.62 0.61 -2.10
N2 0.89 1.76 -0.86
H8 0.22 1.83 -0.12
H9 3.49 -2.19 3.85
H10 1.73 2.30 -0.80
H11 2.35 -2.85 4.50
H12 1.45 0.70 -2.52
O3 2.81 -2.84 3.63
O4 -2.19 3.07 -0.69

Computed properties:
* SMILES: [H]/N=C/N.O.O.O.O
* gap between HOMO and LUMO: 0.3563 Ha



Relative stability in hartree, measured from the most stable structure: run i 0.0039; run ii 0.0000



Run i
Below is a structure of composition C14H16N2O4, with properties calculated with wB97M-V/def2-TZVPD.

Cartesian coordinates (Å):
C1 4.09 1.69 -1.12
O1 4.90 0.91 -1.77
C2 -1.65 0.45 0.96
C3 -4.82 -3.56 -0.58
C4 2.90 -0.19 0.15
H1 -4.19 -3.45 -1.58
H2 -0.90 -0.57 2.59
O2 -3.89 -3.36 0.39
O3 2.01 1.88 -0.11
H3 0.32 2.87 1.69
H4 -0.06 1.28 2.48
H5 1.12 -0.90 1.44
N1 5.07 3.63 -2.13
C5 -2.41 -1.65 1.52
C6 -3.34 -0.93 -0.52
H6 3.19 3.60 -1.10
C7 1.60 -0.11 0.77
C8 -0.08 1.94 1.59
H7 -2.67 0.89 -1.09
N2 3.98 2.91 -1.43
O4 -1.05 1.64 0.66
C9 -2.67 0.25 -0.39
H8 4.75 3.71 -3.07
H9 3.34 -1.09 -0.24
H10 5.79 3.03 -2.18
H11 -4.42 -5.50 -0.40
C10 2.93 1.18 -0.21
H12 -4.10 -1.06 -1.22
H13 -2.11 -2.70 2.13
C11 -5.22 -4.97 -0.35
H14 -5.56 -2.68 -0.67
H15 -5.70 -4.93 0.58
C12 1.26 1.03 0.90
H16 -5.86 -5.33 -1.30
C13 -3.23 -2.01 0.49
C14 -1.52 -0.58 1.76

Computed properties:
* gap between HOMO and LUMO: 0.3216 Ha



Run ii
Below is the molecule C14H16N2O4, with properties calculated with wB97M-V/def2-TZVPD.

Cartesian coordinates (Å):
C1 0.28 2.77 -3.72
H1 0.57 3.81 -3.83
H2 1.00 2.11 -4.20
C2 -0.53 3.15 -1.55
C3 -1.30 2.97 2.10
H3 -0.71 2.63 -4.15
C4 1.34 -1.82 1.04
C5 0.08 -1.64 0.17
C6 -1.46 -3.59 0.47
N1 -0.48 -2.91 -0.18
H4 -0.83 -5.72 -1.74
H5 -1.97 4.15 0.42
C7 0.36 1.69 0.28
N2 -1.70 -4.75 -0.07
H6 2.06 -2.45 0.49
C8 -0.49 2.72 -0.13
O1 1.05 -2.51 2.21
H7 -0.67 -1.07 0.72
O2 1.16 0.33 2.16
H8 0.70 -3.43 -1.89
H9 0.33 -1.09 -0.75
C9 -0.47 1.96 2.52
H10 0.99 1.23 -0.46
O3 0.27 2.41 -2.34
H11 -1.94 3.46 2.82
C10 -1.32 3.36 0.77
H12 2.88 -0.67 2.00
C11 0.37 1.31 1.61
C12 2.01 -0.47 1.37
H13 2.35 0.04 0.46
H14 0.59 -1.91 2.82
H15 -0.44 1.65 3.55
C13 -0.84 -4.85 -1.12
H16 -1.97 -3.19 1.32
C14 -0.07 -3.72 -1.20
O4 -1.20 4.06 -1.97

Computed properties:
* SMILES: COC(=O)c1cccc(OC[C@@H](O)Cn2ccnc2)c1
* gap between HOMO and LUMO: 0.3277 Ha



Relative stability in hartree, measured from the most stable structure: run i 0.4303; run ii 0.0000



Run i
Below is a cluster of 3 separate species, C2H9NO2 in total, with properties calculated with wB97M-V/def2-TZVPD.

Cartesian coordinates (Å):
H1 -1.34 0.69 -0.64
H2 2.66 -0.37 -0.11
H3 -3.26 5.01 0.70
O1 2.22 -5.07 1.45
C1 1.81 0.30 -0.48
N1 -0.45 0.52 -1.09
H4 2.30 -4.40 2.18
C2 0.55 -0.18 -0.48
H5 1.26 -5.16 1.44
H6 2.12 1.19 -1.01
O2 -3.70 4.42 0.08
H7 0.03 1.29 -1.55
H8 -3.29 3.56 0.11
H9 0.28 -1.00 0.20

Computed properties:
* SMILES: C=CN.O.O
* gap between HOMO and LUMO: 0.3251 Ha



Run ii
Below is a cluster of 2 separate species, C2H9NO2 in total, with properties calculated with wB97M-V/def2-TZVPD.

Cartesian coordinates (Å):
N1 0.46 0.96 -1.50
H1 -1.59 1.64 1.94
C1 1.01 -1.12 -0.47
H2 -2.50 0.59 2.72
O1 -2.50 1.36 2.19
H3 0.78 0.40 -2.25
H4 1.84 -1.47 1.29
H5 1.93 -0.70 -0.69
C2 -0.16 0.08 -0.56
O2 1.11 -1.88 0.75
H6 0.88 -1.91 -1.26
H7 -1.13 -0.22 -0.69
H8 -0.25 1.62 -1.85
H9 0.13 0.65 0.37

Computed properties:
* SMILES: NCCO.O
* gap between HOMO and LUMO: 0.3855 Ha



Run iii
Below is a cluster of 2 separate species, C2H9NO2 in total, with properties calculated with wB97M-V/def2-TZVPD.

Cartesian coordinates (Å):
N1 -0.19 -1.88 0.68
O1 -1.44 3.12 0.74
H1 -0.19 -1.38 1.54
H2 1.44 1.01 0.23
H3 0.45 0.49 -1.88
H4 -1.24 2.23 1.04
H5 -0.61 3.08 0.17
C1 0.64 -1.35 -0.51
H6 1.65 -1.63 -0.18
C2 0.19 0.11 -0.85
H7 0.34 -1.97 -1.40
H8 -0.59 -2.92 0.97
H9 -0.93 0.02 -0.73
O2 0.49 1.06 0.18

Computed properties:
* SMILES: NCCO.O
* gap between HOMO and LUMO: 0.3522 Ha



Relative stability in hartree, measured from the most stable structure: run i 0.0000; run ii 0.0142; run iii 0.0203



Run i
Below is the molecule C3H3BrO2, with properties calculated with wB97M-V/def2-TZVPD.

Cartesian coordinates (Å):
C1 0.17 0.50 0.16
H1 -0.91 -2.55 0.63
O1 -0.03 -1.77 -1.04
C2 -0.54 -1.73 -0.03
O2 -0.49 -0.51 0.65
Br1 2.02 -0.25 0.18
H2 -0.89 2.12 0.11
H3 0.63 2.40 -0.62
C3 0.04 1.79 -0.04

Computed properties:
* SMILES: C=C(Br)OC=O
* gap between HOMO and LUMO: 0.3762 Ha



Run ii
Below is the molecule C3H3BrO2, with properties calculated with wB97M-V/def2-TZVPD.

Cartesian coordinates (Å):
O1 1.08 -1.52 0.82
C1 -0.13 -2.08 0.54
H1 0.11 1.23 0.10
C2 -0.12 -0.71 0.86
H2 0.50 -0.07 -1.12
C3 -0.10 0.35 -0.37
Br1 -1.92 0.76 -1.04
O2 -0.58 -3.10 0.16
H3 -0.32 -0.50 1.87

Computed properties:
* SMILES: O=C1O[C@H]1CBr
* gap between HOMO and LUMO: 0.4084 Ha



Run iii
Below is a structure of composition C3H3BrO2, with properties calculated with wB97M-V/def2-TZVPD.

Cartesian coordinates (Å):
H1 0.61 2.34 0.34
C1 0.02 0.76 -0.59
C2 -0.51 -1.49 -0.10
H2 -0.14 -0.62 -0.53
O1 -1.38 -1.95 -0.73
Br1 1.65 0.56 1.77
O2 -0.56 1.06 -1.55
C3 0.42 1.26 0.56
H3 -0.11 -1.92 0.83

Computed properties:
* gap between HOMO and LUMO: 0.3201 Ha



Relative stability in hartree, measured from the most stable structure: run i 0.0135; run ii 0.0000; run iii 0.0820